[1]
Formula: C4H4F3N
Source: OMol25
Level of theory: wB97M-V/def2-TZVPD

As for the energy relative to the best compared isomer or geometry (same formula, charge and spin): 25.4 kcal/mol. The calculation puts the HOMO energy at -10.56 eV. As for the gap between HOMO and LUMO: 11.49 eV.

Structure (ORCA input):
```
! wB97M-V def2-TZVPD RIJCOSX def2/J DEFGRID3
* xyz 0 1
C 0.2439 -0.4732 0.6935
C -0.8262 0.4366 0.1355
C -2.4637 -0.1296 0.0212
F -2.7085 -0.6804 -1.1517
F -2.7365 -1.1223 0.8974
F -3.2279 0.9401 0.1602
C -0.7166 1.5603 -0.6961
N -0.8485 1.8649 0.5054
H 0.6300 0.0530 1.5775
H 1.0279 -0.8735 -0.0850
H -0.2702 -1.3473 1.0472
H -0.6939 1.9606 -1.6582
*
```



[2]
Formula: C2H2FNO
Source: OMol25
Level of theory: wB97M-V/def2-TZVPD

As for the energy relative to the best compared isomer or geometry (same formula, charge and spin): 80.6 kcal/mol. The calculation puts the HOMO energy (spin up / spin down) at -8.77 / -10.92 eV. As for the gap between HOMO and LUMO (spin up / spin down): 5.90 / 8.86 eV.

Structure (ORCA input):
```
! wB97M-V def2-TZVPD RIJCOSX def2/J DEFGRID3
* xyz 0 1
C -2.7297 -0.3781 0.0804
C -0.3839 -0.0413 0.1249
N -1.5836 -0.4041 -0.3005
O -3.8623 -0.2633 0.1583
F 1.7368 -1.6754 0.2847
H 0.5751 -0.0696 -0.4124
H -0.3189 0.3491 1.1841
*
```